# 1
Entry from OMol25: a gas-phase ion, C5H10N (charge +1) (ωB97M-V/def2-TZVPD).

The geometry in XYZ format:
```
16
Properties=species:S:1:pos:R:3:forces:R:3:mulliken_charge:R:1
C 2.99275 0.54890 0.47900 0.6215 0.0736 -0.0296 -0.64
C 2.00819 -0.30318 0.41114 -5.1897 -2.3165 -1.9409 -0.21
C 0.45669 0.19229 0.34109 -2.6214 -0.6191 -0.7296 -0.27
C -0.92738 -0.04109 -0.04595 6.3352 -0.6980 1.3797 0.41
C -2.07582 0.81595 0.32439 2.8683 3.0336 -3.4615 -1.31
N -1.17965 -1.23171 -0.93509 1.5720 1.4538 -1.8778 -0.27
H 2.84325 1.60743 0.29158 0.1646 -0.0449 0.6114 0.29
H 3.96601 0.11450 0.66596 0.2558 0.4303 -0.3319 0.28
H 2.02318 -1.42285 0.21047 0.8105 1.5193 0.9851 0.21
H 0.37394 1.05713 0.94210 0.2164 1.0941 0.6476 0.30
H -2.95625 0.32496 0.27864 -2.9759 -1.6471 0.8342 0.43
H -2.17248 1.50984 -0.61984 -0.0469 -0.7306 1.6370 0.31
H -1.84985 1.49292 1.14353 -0.3334 -0.4471 0.2199 0.35
H -0.51109 -1.94098 -0.74066 1.1309 -0.7639 0.6142 0.34
H -0.95295 -1.02387 -1.97069 -1.2042 -0.1764 1.7077 0.41
H -2.03855 -1.70023 -0.77569 -1.6035 -0.1610 -0.2656 0.36
```
Positions in Å, forces in eV/Å.

Its charge is +1. Its HOMO-LUMO gap is 9.31 eV.

# 2
Entry from OMol25: 2 unconnected molecules or ions with the total composition C5H10N (ωB97M-V/def2-TZVPD).

The geometry in XYZ format:
```
16
Properties=species:S:1:pos:R:3:forces:R:3:mulliken_charge:R:1
C -0.02782 -0.66268 1.85106 1.6057 1.7532 -0.4993 0.52
C -0.37360 1.21032 -2.49070 -0.7650 -4.3515 0.0871 -0.14
C 0.72268 0.02440 1.21030 -0.3119 -1.2154 0.2158 0.44
C -0.81534 -1.40998 2.73702 -2.5286 -1.2293 -1.5182 -1.51
C 1.56592 0.75760 0.29311 -0.4077 0.3508 0.6634 -1.17
N -0.80372 -0.06522 -2.72237 1.0955 6.1668 3.2681 -0.14
H -0.69486 1.69577 -1.57404 -0.3370 -0.3978 0.0623 0.32
H 0.41005 1.75565 -2.98824 -0.1877 -0.2185 -1.2378 0.34
H -1.79231 -1.00400 2.90678 -0.7636 0.6693 -0.3399 0.34
H -0.52053 -1.55683 3.70351 1.7582 -0.4430 2.3446 0.37
H -1.01948 -2.35876 2.25346 0.0190 -0.5398 0.2618 0.29
H 2.63375 0.59952 0.41670 0.0538 0.3481 0.5005 0.35
H 1.22113 1.79033 0.45694 0.8243 0.0687 -0.7987 0.29
H 1.38194 0.34362 -0.67971 -0.2559 0.2757 -0.9764 0.13
H -1.24632 -0.45772 -1.90319 -0.6755 -0.3032 -0.1063 0.30
H -0.64148 -0.66202 -3.47063 0.8763 -0.9338 -1.9270 0.26
```
Positions in Å, forces in eV/Å.

Its charge is +1. Its HOMO-LUMO gap is 5.93 eV.

# 3
Entry from OMol25: a gas-phase ion, C5H10N (charge +1) (ωB97M-V/def2-TZVPD).

The geometry in XYZ format:
```
16
Properties=species:S:1:pos:R:3:forces:R:3:mulliken_charge:R:1
C -2.41719 -0.78720 0.32949 -2.0224 2.8274 -0.2467 -0.77
C -1.80958 0.35106 0.00944 1.4315 -0.9103 -0.8868 0.07
N -0.19966 0.19078 -0.20631 -3.4609 -0.4903 2.5265 0.09
C 0.38229 1.07958 -1.08268 0.0133 4.3279 -2.1230 -1.13
C 0.50142 -0.51810 0.60093 1.5198 0.4941 -0.7523 0.37
C 2.00631 -0.54581 0.57179 1.6652 1.0157 -0.2814 -1.16
H -3.49744 -0.92941 0.50500 0.5480 0.8243 -0.2607 0.26
H -1.94489 -1.67452 0.44540 1.8952 -2.4960 0.3075 0.31
H -2.26831 1.33450 -0.32564 1.1149 -1.3352 0.6942 0.37
H -0.17318 1.25855 -2.02630 0.2181 -0.5019 0.6881 0.36
H 1.39704 0.96187 -1.27860 1.4535 -1.4521 -0.8185 0.39
H 0.55500 2.10518 -0.64154 -1.1642 -0.6867 0.1315 0.43
H 0.02772 -1.05226 1.39249 -0.5697 -0.3668 0.2519 0.45
H 2.56902 0.38198 0.09453 -1.4748 -1.7586 1.4732 0.30
H 2.48148 -1.37317 0.02550 -0.7963 -0.1658 -0.3109 0.33
H 2.38998 -0.78300 1.58650 -0.3711 0.6740 -0.3925 0.32
```
Positions in Å, forces in eV/Å.

Its charge is +1. Its HOMO-LUMO gap is 10.45 eV.

# 4
Entry from OMol25: 2 unconnected molecules or ions with the total composition C5H10N (ωB97M-V/def2-TZVPD).

The geometry in XYZ format:
```
16
Properties=species:S:1:pos:R:3:forces:R:3:mulliken_charge:R:1
C -2.41579 1.60660 2.53521 -0.9903 0.1050 -0.4503 -0.53
C -1.25042 1.83533 1.96921 0.1060 1.0041 0.0860 -0.15
C 0.75524 -1.01648 -1.84136 1.4436 0.1530 -1.9197 0.24
C 0.67667 -2.28566 -2.27139 0.2253 1.0530 -0.8026 -0.70
C 0.80148 0.44797 0.05449 5.4623 -4.9775 0.3027 -0.48
N 1.44391 -0.65514 -0.70348 -3.9519 2.3763 0.9563 -0.08
H -3.05143 0.76426 2.25546 0.3465 0.0415 0.2202 0.24
H -2.90488 2.36557 3.14031 0.2925 -0.2224 0.2787 0.26
H 0.37012 -0.14588 -2.37725 -0.2337 -0.3691 0.0174 0.35
H -0.88352 1.16793 1.19882 0.1036 -0.1542 -0.0448 0.02
H -0.71051 2.77904 2.15309 -0.0787 -0.6943 -0.1464 0.23
H 0.29037 -2.44775 -3.29032 -0.0998 -0.2499 0.8869 0.25
H 1.08230 -3.08043 -1.67338 0.0092 -0.4093 -0.0211 0.25
H 0.76086 -0.05399 1.02364 -0.0870 1.4562 0.6126 0.43
H 1.39904 1.35442 -0.07636 -1.7527 1.0390 -0.6297 0.37
H 1.92290 -1.42273 -0.22992 -0.7948 -0.1514 0.6539 0.31
```
Positions in Å, forces in eV/Å.

Its charge is +1. Its HOMO-LUMO gap is 5.44 eV.

# 5
Entry from OMol25: a gas-phase ion, C5H10N (charge +1) (ωB97M-V/def2-TZVPD).

The geometry in XYZ format:
```
16
Properties=species:S:1:pos:R:3:forces:R:3:lowdin_spin:R:1
C 1.22458 1.25089 0.45357 3.1588 6.3981 2.3832 0.50
C -1.27301 -1.29732 0.26024 -1.9595 -6.4442 1.2075 0.64
C -0.70715 -0.10252 0.01348 5.5597 6.2416 -1.5035 0.44
C -1.45809 1.11728 -0.30139 -1.7671 -1.7283 0.6897 0.06
C 1.54050 -0.96628 -0.32185 -0.5733 -1.8793 2.4063 0.02
N 0.72152 0.21117 -0.02712 -4.5978 -8.3419 -1.8051 0.18
H 0.59562 2.11588 0.54314 0.0407 0.2572 0.3061 0.03
H 2.28982 1.36698 0.75293 -0.9891 -0.5168 -0.6066 0.03
H -0.80201 -2.31683 0.49552 -0.4012 2.0130 -0.3324 0.02
H -2.36669 -1.33859 0.25727 0.3966 0.0826 -0.1783 0.03
H -0.79747 1.64725 -0.92737 0.1897 1.4948 -0.4544 0.00
H -1.66224 1.52767 0.71590 -0.3327 0.5845 -0.8053 0.03
H -2.40154 0.85715 -0.86236 0.7509 0.4305 0.8816 0.01
H 0.85321 -1.68825 -0.70197 -0.0946 -0.4462 -1.1151 0.00
H 2.38622 -0.85628 -0.95137 0.5027 0.7733 -0.6568 0.00
H 1.85673 -1.52819 0.60138 0.1161 1.0812 -0.4169 0.00
```
Positions in Å, forces in eV/Å.

Its charge is +1. Its HOMO-LUMO gap (alpha / beta) is 7.09 / 8.11 eV. Its spin multiplicity is 3.

# 6
Entry from OMol25: 2 unconnected molecules or ions with the total composition C5H10N (ωB97M-V/def2-TZVPD).

The geometry in XYZ format:
```
16
Properties=species:S:1:pos:R:3:forces:R:3:lowdin_spin:R:1
C 0.62998 -1.31060 -0.99546 0.5644 0.1474 -0.6130 0.01
N 1.85919 -0.98490 -0.82455 -0.7517 -0.6408 1.0056 0.00
H 0.13971 -1.94592 -0.27340 0.1984 -0.9259 -0.3827 0.00
H 0.10020 -0.96100 -1.87136 -0.3126 0.5222 0.2043 0.00
H 2.23580 -0.07911 -1.08728 0.5913 -0.5789 -1.0823 0.00
H 2.38484 -1.58318 -0.19004 0.3704 0.5702 0.3981 0.00
C 0.28493 1.70230 -0.68640 -1.0322 0.7929 0.6752 0.38
C -0.75201 0.97774 -0.12216 0.1845 -1.2583 1.4567 0.11
C -0.66310 0.31020 1.16618 0.6625 0.9548 -1.6043 0.13
C -1.73291 -0.38792 1.65539 -0.6882 -0.9346 0.7277 0.31
H 1.23956 1.73625 -0.17865 0.1926 0.2234 -0.1257 0.02
H 0.03566 2.39427 -1.49146 0.4729 -0.2941 -0.1613 0.01
H -1.66303 0.80237 -0.67203 -0.3796 0.4563 -0.1033 0.00
H 0.27549 0.32864 1.73218 -0.3780 0.2518 -0.0763 0.00
H -1.68535 -0.92362 2.60218 0.2422 0.2452 0.0353 0.01
H -2.68265 -0.55606 1.15699 0.0633 0.4683 -0.3540 0.01
```
Positions in Å, forces in eV/Å.

Its charge is +2. Its HOMO-LUMO gap (alpha / beta) is 9.39 / 8.40 eV. Its spin multiplicity is 2.

# 7
Entry from OMol25: a molecular structure, C5H10N2 (ωB97M-V/def2-TZVPD).

The geometry in XYZ format:
```
17
Properties=species:S:1:pos:R:3:forces:R:3:mulliken_charge:R:1
C 1.02819 0.30230 -1.79068 0.3275 -0.5948 -0.2722 -1.16
C -0.40101 0.15573 -1.41309 0.1855 0.5103 -0.3965 0.13
N -0.70774 -1.16044 -0.93812 -1.4237 1.0151 1.2735 -0.75
C -1.01183 0.59156 -0.17308 -0.1372 -0.6804 0.0611 -0.05
C -0.54267 0.59851 1.23147 -0.0256 -0.0513 -0.1092 -0.19
C -0.51558 -0.70045 1.95934 -0.1522 -0.1509 0.3029 -0.48
N 0.72008 0.01030 1.64952 0.3315 -0.0666 -0.0780 -0.60
H 1.10035 -0.77381 -2.07930 1.4096 0.9237 -0.5978 0.31
H 1.68634 0.53603 -0.94598 -0.1110 -0.1284 -0.2078 0.23
H 1.19857 1.02462 -2.59529 0.1316 -0.3565 0.0587 0.36
H -1.08594 0.35626 -2.23542 0.1418 0.3058 -0.1611 0.41
H 0.12880 -1.49902 -0.42185 -0.6005 0.4106 -0.0715 0.26
H -1.88597 1.25060 -0.29876 -0.3098 -1.1810 0.0926 0.35
H -0.84646 1.47277 1.81379 0.1131 -0.1427 -0.3151 0.43
H -0.77419 -0.73955 3.01186 0.0961 0.0596 -0.0325 0.25
H -0.80512 -1.56196 1.36219 0.0514 0.1960 0.2592 0.23
H 1.19560 -0.39037 0.84670 -0.0282 -0.0685 0.1936 0.28
```
Positions in Å, forces in eV/Å.

Its HOMO-LUMO gap is 9.28 eV.

# 8
Entry from OMol25: a single C5H10N2 molecule (ωB97M-V/def2-TZVPD).

The geometry in XYZ format:
```
17
Properties=species:S:1:pos:R:3:forces:R:3:mulliken_charge:R:1
C 0.18926 1.06187 -1.78800 0.0452 -0.0170 0.0297 -1.22
C -1.05610 0.50944 -1.13472 -0.0283 0.1984 -0.0963 0.14
N -1.16116 -0.92835 -0.85610 0.1398 -0.2259 -0.0493 -0.68
C -1.12042 0.01218 0.26271 -0.0102 0.1212 0.1490 -0.28
C 0.00343 0.10162 1.25634 -0.1508 0.1092 -0.0063 0.03
C 0.51198 -1.11109 1.93973 -0.1056 -0.1822 0.2096 -0.41
N 1.36145 -0.36583 1.01008 0.1197 -0.0570 -0.2440 -0.64
H 0.13552 0.89899 -2.87066 0.0262 0.0305 0.1533 0.33
H 1.10224 0.58400 -1.42045 -0.1430 0.0830 -0.0136 0.33
H 0.29276 2.13837 -1.61719 -0.0697 -0.1308 0.0033 0.28
H -1.97858 0.92702 -1.53879 0.1218 -0.0954 0.0539 0.36
H -0.24984 -1.36223 -1.00305 -0.0926 0.0453 0.0433 0.27
H -2.08922 0.09376 0.75749 0.1436 0.0197 -0.0595 0.38
H -0.02951 1.02304 1.83770 0.0300 -0.1235 -0.0987 0.37
H 0.81884 -1.07048 2.98215 -0.0538 0.0184 -0.1769 0.28
H 0.11347 -2.07159 1.61621 0.0374 0.1702 0.0189 0.22
H 1.42844 -0.86350 0.12633 -0.0097 0.0360 0.0835 0.24
```
Positions in Å, forces in eV/Å.

Its HOMO-LUMO gap is 10.39 eV.

# 9
Entry from OMol25: 2 unconnected molecules or ions with the total composition C5H10N2 (ωB97M-V/def2-TZVPD).

The geometry in XYZ format:
```
17
Properties=species:S:1:pos:R:3:forces:R:3:mulliken_charge:R:1
C 0.57243 0.96433 -3.16469 -0.2389 -0.3826 2.5295 -0.65
C 0.64037 1.12544 -1.79294 0.3440 -0.1478 -3.3709 0.04
N 1.71225 0.62614 -1.00077 -0.9693 -2.3344 0.7099 -0.43
C 1.89367 -0.65799 -1.02091 0.1080 1.2748 0.0070 -0.34
H 1.25295 0.24997 -3.66468 -0.2626 0.8578 0.1740 0.27
H -0.27603 1.38976 -3.70997 0.4687 -0.1947 0.1426 0.25
H -0.13347 1.71273 -1.27513 0.7047 -0.2079 -0.0444 0.30
H 2.50235 -1.15871 -0.24948 0.2377 0.6212 -0.5127 0.30
H 1.48276 -1.35031 -1.78154 -0.4091 0.5021 0.3915 0.27
C -1.34224 -1.42215 1.45932 -0.1315 -0.2277 0.6299 -0.21
N -1.94975 -0.69948 2.31323 0.8073 0.6791 -1.9637 -0.39
C -1.17914 0.43821 2.79822 0.1145 0.5670 1.5091 -0.68
H -1.92563 -2.04425 0.78495 -0.0055 -0.5192 0.3966 0.28
H -0.23694 -1.51589 1.39488 -0.4420 0.6598 -0.3495 0.21
H -1.78240 1.36389 2.66340 0.2019 -0.7142 0.0729 0.25
H -0.18084 0.67175 2.35971 -0.5431 -0.7196 -0.0552 0.27
H -1.05035 0.30657 3.88640 0.0150 0.2863 -0.2665 0.27
```
Positions in Å, forces in eV/Å.

Its HOMO-LUMO gap is 9.97 eV.

# 10
Entry from OMol25: a single C5H10N2 molecule (ωB97M-V/def2-TZVPD).

The geometry in XYZ format:
```
17
Properties=species:S:1:pos:R:3:forces:R:3:mulliken_charge:R:1
C 1.44197 -1.46276 -0.87081 1.0254 1.0614 0.6574 -0.34
N 0.62336 -0.62002 -1.30526 -2.0007 -0.8728 0.2336 -0.40
C 0.38958 0.70195 -0.81210 1.4111 -1.1316 -0.3397 0.66
C 1.39388 1.54950 -0.62256 -1.0257 -0.0654 0.1069 -0.90
C -1.04651 0.82620 -0.39238 0.8700 -0.4254 0.2758 -0.63
C -1.45813 -0.35301 0.52611 -0.6314 0.8446 0.1613 -0.64
N -0.62378 -0.47503 1.70258 0.1086 0.1487 -0.9023 -0.44
H 1.25056 -2.53204 -0.85554 0.1559 -0.1543 -1.0136 0.28
H 2.38170 -1.13205 -0.39287 -0.2733 -0.1938 0.5512 0.20
H 1.11729 2.54493 -0.30871 0.5807 0.1632 0.2240 0.29
H 2.40191 1.17326 -0.70819 0.1974 0.5160 -0.3442 0.22
H -1.06778 1.72391 0.22820 -0.6573 0.2856 -0.4877 0.36
H -1.68210 0.75274 -1.27617 -0.2151 0.6627 0.1001 0.23
H -2.46805 -0.11632 0.88001 -0.0643 -0.0103 -0.2077 0.40
H -1.58681 -1.23278 -0.10005 0.4544 -0.3526 0.3192 0.38
H -0.04783 -1.28944 1.78549 -0.1180 -0.0455 0.3618 0.15
H -1.01926 -0.05903 2.52223 0.1826 -0.4305 0.3039 0.17
```
Positions in Å, forces in eV/Å.

Its HOMO-LUMO gap is 9.75 eV.

# 11
Entry from OMol25: a single C5H10N2 molecule (ωB97M-V/def2-TZVPD).

The geometry in XYZ format:
```
17
Properties=species:S:1:pos:R:3:forces:R:3:mulliken_charge:R:1
C -1.85644 -0.15994 0.22541 0.0378 -0.0835 -0.1191 -1.25
C -0.93408 -0.34960 -0.97422 -0.9434 -0.1500 -1.0693 0.15
N -0.61521 0.82575 -1.69383 -0.2397 0.4202 0.0605 -0.63
C 0.51340 0.16493 -1.05536 -0.4536 -1.7580 1.0664 -0.37
C 0.80317 -0.36853 0.34900 0.6937 0.2717 -0.0532 -0.15
C 2.09297 -0.06586 0.94325 0.6698 0.0715 0.2470 -0.46
N 0.85121 0.44542 1.54272 0.1006 0.4314 0.0842 -0.58
H -2.85084 -0.11075 -0.22506 -0.1282 -0.0274 0.2076 0.38
H -1.70400 0.77244 0.78510 0.1983 -0.1852 -0.2845 0.32
H -1.85714 -0.97061 0.96094 0.1497 -0.0169 -0.2570 0.34
H -0.99113 -1.32574 -1.43038 -0.7743 0.1049 -0.8244 0.41
H -0.99576 1.64789 -1.24586 0.0415 0.1724 0.1418 0.29
H 1.13535 -0.27798 -1.83526 -0.0669 -0.1321 0.3738 0.34
H 0.41416 -1.38066 0.56136 0.2113 0.5311 -0.2390 0.40
H 2.58465 -0.85098 1.50176 0.1640 0.2240 0.1533 0.27
H 2.70461 0.60015 0.34766 0.1908 0.0339 0.2799 0.26
H 0.70506 1.40408 1.24278 0.1485 0.0921 0.2320 0.29
```
Positions in Å, forces in eV/Å.

Its HOMO-LUMO gap is 9.86 eV.

# 12
Entry from OMol25: 2 unconnected molecules or ions with the total composition C5H10N2 (ωB97M-V/def2-TZVPD).

The geometry in XYZ format:
```
17
Properties=species:S:1:pos:R:3:forces:R:3:mulliken_charge:R:1
H -3.80777 0.47469 -0.81986 0.1711 -0.1344 0.4699 0.24
N -3.22766 -0.33856 -0.99914 -1.0928 -0.5682 -0.2029 -0.68
C -2.02776 -0.20151 -0.65491 1.7341 -0.2318 -1.9420 0.21
N -1.05729 -1.15591 -1.05737 -1.4282 0.2893 1.0946 -0.26
C 0.33758 -0.93106 -1.33689 0.0778 -0.0914 0.4322 -0.67
H -1.67775 0.75148 -0.25123 0.5667 -0.2957 0.1853 0.16
H -1.44753 -2.03317 -1.38271 -0.1160 0.4238 0.0221 0.25
H 0.99861 -1.58158 -0.75793 -0.1184 0.0324 0.2206 0.23
H 0.57141 0.09086 -1.05659 0.2548 0.1429 -0.2955 0.21
H 0.57874 -1.14420 -2.38129 -0.1235 0.4316 -0.0991 0.30
C 3.05779 0.15597 1.35648 -0.3850 0.2208 0.0860 0.03
C 1.98497 0.67597 1.47087 0.3425 -0.3231 -0.1275 -0.15
C 0.66791 1.26026 1.61835 -0.0533 0.3926 0.1705 -0.96
H 4.00218 -0.30009 1.28875 0.4474 -0.1933 -0.0741 0.39
H 0.63885 2.22544 1.09952 -0.1065 -0.1260 0.0894 0.32
H -0.08959 0.60221 1.17217 0.1329 0.1976 0.4520 0.03
H 0.49731 1.44922 2.69179 -0.3037 -0.1672 -0.4814 0.34
```
Positions in Å, forces in eV/Å.

Its HOMO-LUMO gap is 9.62 eV.

F_max for every record listed, in sequence, given in eV/Å: 6.52, 7.06, 4.82, 7.40, 9.69, 1.98, 2.16, 0.30, 3.39, 2.20, 2.11, 2.61.
ΔE to the lowest compared entry with this formula, charge and spin for every record listed, in sequence, given in kcal/mol: 66.8, 79.1, 47.3, 137.8, 31.9, 7.3, 100.3, 48.6, 74.6, 52.8, 95.3, 60.4.